A structure of composition C4H20HfO11S in a non-equilibrium geometry, computed with the ωB97M-V functional and the def2-TZVPD basis.

The molar mass comes out at 454.75 g mol⁻¹. The calculation puts the total energy at -39137.6995 eV. As for the HOMO energy: -8.08 eV. For the gap between HOMO and LUMO, the calculation gives 7.02 eV.

```
! wB97M-V def2-TZVPD RIJCOSX def2/J DEFGRID3
* xyz 0 1
Hf -1.0683 -9.8875 9.0928
S -3.0822 -9.5809 6.7524
O 0.2907 -10.5465 7.2166
O -3.0606 -10.3464 7.9752
O 0.7234 -11.1245 10.1006
O -4.2806 -8.7782 6.6701
O -2.7927 -10.4460 5.6222
O -0.8985 -9.0083 11.3763
O 0.4856 -8.0794 8.8343
O -1.4913 -12.2692 8.4900
O -2.5861 -8.0627 9.5882
O -1.8722 -8.9211 7.1748
O -2.3901 -11.0683 10.7510
C 3.1975 -11.3080 10.2736
C 1.6438 -7.2833 8.9567
C 1.9188 -6.1783 7.8660
C 1.8118 -11.8766 10.6068
H 0.9866 -5.6447 7.6803
H 1.0104 -11.1746 7.1550
H -2.5421 -7.6365 10.4441
H 1.7032 -12.8637 10.1576
H 0.1821 -10.2177 6.3242
H 2.5807 -7.8399 8.9789
H -2.9724 -7.4035 9.0115
H 1.7512 -12.0678 11.6782
H -2.2263 -11.5756 11.5460
H 1.6026 -6.9296 9.9869
H 3.9492 -12.0960 10.3199
H 3.4670 -10.6669 11.1129
H 3.1447 -10.7582 9.3340
H 2.1063 -6.7232 6.9408
H -0.0812 -8.8978 11.8622
H -1.8041 -12.9849 9.0434
H -1.5829 -8.9602 12.0437
H -1.4958 -12.6314 7.6040
H -3.3080 -10.8054 10.8189
H 2.7373 -5.5627 8.2390
*
```

A structure of composition C33H52N3O2P2Pt in a non-equilibrium geometry, computed with the ωB97M-V functional and the def2-TZVPD basis.

The molar mass comes out at 779.82 g mol⁻¹. The calculation puts the total energy at -65422.0219 eV. As for the HOMO energy (alpha / beta): -14.78 / -16.93 eV. For the gap between HOMO and LUMO (alpha / beta), the calculation gives 5.64 / 4.36 eV. The energy above the lowest of the compared OMol25 structures with the same formula, charge and spin is 3.945 eV.

```
! wB97M-V def2-TZVPD RIJCOSX def2/J DEFGRID3
* xyz 3 5
Pt -0.2742 -0.4895 0.6750
P 2.1917 -0.7529 0.1829
P -2.5979 -0.5014 0.3478
O 0.4107 1.9631 2.3603
O -0.8707 -0.5891 3.5869
N 0.1722 2.0510 4.6386
N -0.6086 -1.8676 -1.1495
N 0.2198 0.6825 -0.9496
C 2.9722 -1.8318 1.6941
C 3.6647 0.3139 -0.5489
C 0.5499 -2.0546 -1.8524
C -3.2922 1.2405 0.5661
C -2.3870 2.2236 -0.2190
C 5.0868 0.0423 -0.0349
C 1.7441 -1.1219 -1.5942
C 0.8248 3.3231 -5.0547
C -3.7737 -1.8642 1.0264
C -4.7262 1.2753 0.0309
C -4.9785 -2.0991 0.0887
C -3.2126 1.6665 2.0419
C 1.0186 1.3898 -3.0753
C 0.5676 -2.9750 -2.8969
C -1.7338 -2.4026 -3.1395
C 1.0315 1.0016 -4.4139
C -0.6083 -3.0919 -3.6005
C 0.9842 1.9846 -5.4041
C -2.7728 -0.7963 -1.4637
C -4.2882 -1.5021 2.4317
C 3.3926 -0.7340 2.6930
C 3.8448 0.2096 -2.0818
C 0.9283 4.0363 3.5359
C -1.7158 -1.7884 -1.8957
C 1.0614 0.4251 -1.8763
C 0.4907 2.6076 3.4800
C 0.7178 2.7163 -2.7342
C 4.1474 -2.7035 1.2572
C 0.6863 3.6869 -3.7279
C -0.5408 -0.6212 2.4690
C 1.9578 -2.7556 2.3563
C 3.2333 1.7245 -0.1416
C -2.9719 -3.1811 1.1207
H -2.8027 3.2468 -0.1040
H -3.7763 -1.0892 -1.7963
H 2.5342 -0.1050 3.0042
H 2.6426 -1.6099 -1.9339
H -0.1794 1.0825 4.6539
H 4.4393 -3.2972 2.1472
H 0.5878 4.7310 -3.5419
H -2.1253 -3.1085 1.8172
H -2.5526 0.1486 -1.9720
H 2.4621 -3.3209 3.1562
H 3.8252 -1.2183 3.5838
H 5.5094 -0.9116 -0.3919
H 0.5166 3.0427 -1.7076
H 0.0526 4.7029 3.6985
H 3.8620 -3.4090 0.4599
H -2.5977 -3.5122 0.1402
H -0.6714 -3.7262 -4.4744
H 0.8375 4.0482 -5.8729
H 4.1502 -0.0242 2.3017
H -3.6637 -3.9511 1.4982
H 4.0421 2.4296 -0.3752
H -1.3555 2.2304 0.1792
H 5.7487 0.8285 -0.4274
H 2.3463 2.0630 -0.6692
H 1.4081 4.3296 2.5832
H -4.6925 -2.6195 -0.8357
H -4.7890 0.9410 -1.0126
H 5.0447 -2.1671 0.9234
H -4.9910 -0.6535 2.4243
H 4.4916 1.0562 -2.3345
H -5.0818 2.3178 0.0700
H -2.3262 1.9889 -1.2917
H 3.0261 1.7891 0.9340
H -2.1676 1.7668 2.3672
H -4.8389 -2.3835 2.7966
H -5.4082 0.6745 0.6469
H 1.4647 -3.5070 -3.1832
H 4.3045 -0.7247 -2.4264
H 5.1955 0.0866 1.0551
H -3.7317 0.9714 2.7126
H -3.6961 2.6553 2.1305
H -2.6672 -2.3970 -3.7269
H 1.0861 -0.0680 -4.6993
H 2.9520 0.3164 -2.7099
H 1.1040 1.7012 -6.4324
H 1.6427 4.2089 4.3618
H 0.2621 2.5346 5.4833
H -5.5079 -1.1709 -0.1676
H -5.6849 -2.7538 0.6296
H 1.5599 -3.4914 1.6462
H 1.1313 -2.2205 2.8227
H -3.4676 -1.2923 3.1303
*
```

The ion C3H10N5 with charge +1 in a non-equilibrium geometry, computed with the ωB97M-V functional and the def2-TZVPD basis.

The molar mass comes out at 116.15 g mol⁻¹. The calculation puts the total energy at -10710.8159 eV. As for the HOMO energy (alpha / beta): -7.44 / -13.76 eV. For the gap between HOMO and LUMO (alpha / beta), the calculation gives 4.01 / 7.72 eV. The energy above the lowest of the compared OMol25 structures with the same formula, charge and spin is 1.150 eV.

```
! wB97M-V def2-TZVPD RIJCOSX def2/J DEFGRID3
* xyz 1 3
N -2.9200 -0.1517 -0.1130
N -1.1255 1.2908 -0.5138
N 1.3770 -1.3249 -0.5231
N 1.0086 2.1076 0.5051
N -0.7409 -0.8099 0.3891
C 0.5750 -0.2997 0.3333
C -1.6319 0.2009 -0.1662
C 0.4446 1.1104 -0.3751
H 1.9207 -1.8502 0.1618
H -3.8100 0.3034 -0.4426
H -3.1205 -0.9966 0.4513
H 2.0949 -0.9104 -1.1515
H 0.9384 2.9794 0.1436
H 0.5386 -1.9638 -0.7952
H -1.1016 -1.4730 1.1218
H 0.8315 1.1348 -1.3820
H 0.3082 2.0664 1.3129
H 0.8886 -0.1426 1.3668
*
```

A structure of composition C24H42CrF5O31P4 in a non-equilibrium geometry, computed with the ωB97M-V functional and the def2-TZVPD basis.

The molar mass comes out at 1097.45 g mol⁻¹. The calculation puts the total energy at -168216.4902 eV. As for the HOMO energy (alpha / beta): -3.01 / -5.71 eV. For the gap between HOMO and LUMO (alpha / beta), the calculation gives 4.64 / 7.33 eV. The energy above the lowest of the compared OMol25 structures with the same formula, charge and spin is 3.596 eV.

```
! wB97M-V def2-TZVPD RIJCOSX def2/J DEFGRID3
* xyz -1 5
Cr 0.3742 -0.3598 -0.2584
P -0.6300 -0.0963 1.7754
P -1.2220 -2.6068 -2.5481
P 1.6841 2.1992 -2.3035
P 3.1987 -2.4593 -0.9601
F 2.2960 0.6649 5.1960
F -0.6116 4.6575 2.6820
F -2.9279 -3.1827 3.9929
F -2.8110 3.2185 1.9555
F -4.7341 1.9054 -2.6083
O -3.5890 4.2584 -1.8501
O -0.9897 -3.9799 -1.7870
O 2.0373 3.5168 3.6831
O 1.0305 3.6208 -2.8895
O -1.1715 0.1746 3.2127
O 4.7174 -2.3146 -0.3784
O 3.3754 -2.8202 -2.5479
O 2.7165 -3.8726 -0.2686
O 0.8101 1.2308 -1.6337
O 2.8454 2.8864 -1.4455
O 3.7371 -0.5066 3.8177
O -5.2127 2.1533 0.6526
O 2.4199 1.6515 -3.6234
O 2.6400 -2.2728 4.5231
O -4.7793 2.5060 2.8472
O 1.3712 4.0384 1.6925
O -2.8056 -2.4463 -2.6244
O -1.3927 0.0345 0.4827
O 0.1156 -1.4567 1.3418
O 2.2858 -1.3039 -0.7190
O 4.8122 -2.3863 4.3771
O 3.5273 4.2474 2.1927
O -0.8417 -2.9838 -4.1007
O -4.3665 6.2193 -2.8639
O 0.5150 0.8531 1.3576
O -2.8051 -4.1887 1.9556
O -4.7120 4.0552 -3.6111
O -4.4082 -5.1708 0.7766
O -6.8254 3.0452 1.9080
O -4.5878 -3.0702 1.6789
O -0.4610 -1.4932 -1.9095
C -3.6304 -2.0872 2.0318
C -5.6924 2.6522 1.8198
C -4.0819 2.7899 -3.3741
C -2.5539 -2.9774 2.6984
C 3.7812 -1.7788 4.2281
C 3.5877 2.0562 -0.5760
C 0.7499 4.6995 -1.9865
C -3.5512 -1.1921 -2.2820
C 2.9926 -4.0174 1.1193
C 0.0902 -2.0944 -4.6800
C 4.1164 -4.0400 -2.8797
C -4.2864 4.9745 -2.7970
C 0.1969 3.6604 2.3645
C 2.6593 0.2850 -3.7780
C -0.8097 -4.0844 -0.4394
C 5.3439 -1.1660 0.0732
C -4.1329 1.3692 1.0676
C 0.6266 3.2527 3.7093
C -2.9391 3.2541 -2.4970
C 2.4115 -0.0101 4.0147
C 1.6676 -1.3354 4.0612
C -3.9533 -4.2473 1.4049
C -3.5784 2.1257 2.2870
C 2.4292 3.9969 2.5075
H 3.6505 -3.1974 1.4072
H 1.0747 -2.5187 -4.8772
H 3.5624 0.2026 -3.1732
H -3.1314 -0.4058 -2.9093
H 5.3437 -0.2617 -0.5353
H 3.1902 1.0621 -0.3717
H -3.5764 -0.7815 -1.2726
H 3.5037 -4.9203 1.4534
H 1.2133 5.6367 -2.2947
H 3.9353 -4.5504 -3.8256
H 1.9970 0.5972 3.2101
H 3.5602 2.5100 0.4146
H 6.3694 -1.4498 0.3097
H 1.1339 4.4577 -0.9955
H 2.6817 -0.0659 -4.8097
H -2.7028 2.5017 -1.7445
H 0.5579 2.1681 3.7930
H -3.0601 1.5432 3.0486
H 4.1260 -4.9147 -2.2293
H -4.4963 0.3977 1.4027
H 0.7089 -1.1540 4.5470
H -1.1172 -3.1889 0.1006
H 1.8659 -0.3134 -3.3301
H 0.2317 -4.1128 -0.1189
H -2.0454 3.6608 -2.9703
H -4.1629 -1.3685 2.6547
H -0.2878 5.0222 -1.9013
H 0.2012 3.8284 4.5313
H 1.4227 -1.6002 3.0326
H -0.3869 -1.6208 -5.5380
H -1.5632 -2.5482 2.5487
H -3.3860 -1.5553 1.1122
H -4.6025 -1.2191 -2.5685
H 5.1601 -3.7267 -2.8532
H 4.6465 2.0146 -0.8314
H -0.2586 2.8046 1.8663
H 0.2456 -1.0946 -4.2748
H 2.1279 -3.8238 1.7540
H -1.4077 -4.8448 0.0629
H -3.7606 2.3583 -4.3221
H 4.8835 -0.8663 1.0146
H -3.5162 1.0861 0.2146
*
```

The ion C4H7N6O2 with charge +1 in a non-equilibrium geometry, computed with the ωB97M-V functional and the def2-TZVPD basis.

The molar mass comes out at 171.14 g mol⁻¹. The calculation puts the total energy at -17288.5533 eV. As for the HOMO energy: -13.43 eV. For the gap between HOMO and LUMO, the calculation gives 9.06 eV. The energy above the lowest of the compared OMol25 structures with the same formula, charge and spin is 0.000 eV.

```
! wB97M-V def2-TZVPD RIJCOSX def2/J DEFGRID3
* xyz 1 1
O -3.1857 0.0776 1.1292
O 3.1641 -1.2991 0.1726
N 3.3579 0.9347 -0.3836
N -0.5556 -1.0279 0.7207
N 1.3721 -0.0422 0.2327
N -1.1607 -0.1320 -0.1998
N 0.6989 1.1876 -0.1345
N -3.2378 -0.4166 -1.2088
C 0.7124 -0.9799 0.9968
C 2.7769 -0.1735 0.0001
C -0.5601 1.1281 -0.1585
C -2.8206 -0.1615 0.0228
H -0.9912 2.0996 -0.3909
H -4.2698 -0.4554 -1.4029
H -2.4536 -0.5869 -1.8407
H -1.1623 -1.5549 1.3432
H 2.7823 1.8025 -0.3910
H 4.3359 1.0502 -0.3486
H 1.1968 -1.4503 1.8411
*
```

The ion C4H8NO2 with charge +1 in a non-equilibrium geometry, computed with the ωB97M-V functional and the def2-TZVPD basis.

The molar mass comes out at 102.11 g mol⁻¹. The calculation puts the total energy at -9851.6521 eV. As for the HOMO energy: -14.84 eV. For the gap between HOMO and LUMO, the calculation gives 10.12 eV. The energy above the lowest of the compared OMol25 structures with the same formula, charge and spin is 4.679 eV.

```
! wB97M-V def2-TZVPD RIJCOSX def2/J DEFGRID3
* xyz 1 1
O -0.2158 0.0252 1.7920
O -2.1954 -1.0486 0.3650
N -1.2363 -0.3962 -0.3145
C -1.3012 0.1395 -1.4281
C 0.1362 -0.4694 0.5269
C 1.3814 0.1378 -0.2247
C 2.2838 0.9146 0.4147
H -0.1374 0.9371 1.9244
H 3.1959 1.2561 -0.1007
H -3.1665 -0.9789 0.0799
H -2.0704 -0.2950 -2.0298
H -0.3796 0.5826 -1.7433
H 2.1733 0.9955 1.4922
H 0.1765 -1.5785 0.5596
H 1.3556 -0.2218 -1.3136
*
```

A cluster of 3 separate species, C19H35IO10P2 in total in a non-equilibrium geometry, computed with the ωB97M-V functional and the def2-TZVPD basis.

The molar mass comes out at 612.33 g mol⁻¹. The calculation puts the total energy at -67427.0202 eV. As for the HOMO energy: -9.60 eV. For the gap between HOMO and LUMO, the calculation gives 8.01 eV.

```
! wB97M-V def2-TZVPD RIJCOSX def2/J DEFGRID3
* xyz 0 1
I 2.9520 -4.5522 -1.4309
P 2.2001 3.7574 1.2675
P -2.7841 0.1977 -0.4644
O 1.7237 4.2368 -0.1728
O 3.0082 5.0789 1.7228
O -3.0803 0.2255 1.1134
O 0.9004 4.0876 2.1329
O 3.1855 2.6730 1.1861
O -1.9915 0.7543 -1.5743
O -0.1746 -4.8312 -1.2985
O -4.3035 0.6316 -0.8321
O 1.4469 -9.6622 -2.0345
O -2.8870 -1.3835 -0.6834
C 5.2822 5.3089 0.8897
C -2.5713 1.3016 1.9311
C -4.8444 0.8493 -3.1933
C 1.1532 -8.4963 -2.2133
C 0.6502 3.3335 3.3388
C -0.3935 3.0327 -0.5516
C -1.2326 -2.3169 0.8787
C -0.2402 -8.1277 -2.5750
C -1.6995 -2.1864 -0.5583
C 2.1700 -7.4080 -2.0297
C 3.6069 -7.8128 -2.1077
C -0.6648 -6.8965 -2.3325
C 1.0181 3.3131 -1.0230
C 1.7417 3.5200 4.3728
C -3.1410 2.6463 1.5282
C 4.3891 5.0202 2.0791
C -4.5857 1.5582 -1.8792
C 0.2387 -5.8730 -1.7518
C 1.7058 -6.1798 -1.7911
H 4.2235 -6.9882 -2.4543
H -0.9276 3.9679 -0.3723
H -2.8152 3.4203 2.2239
H 1.9040 4.5791 4.5714
H 0.9936 3.7748 -2.0083
H -3.7792 2.2856 -1.9782
H -0.4204 -3.0407 0.9430
H 2.6893 3.1014 4.0264
H 4.9821 4.7215 0.0224
H -1.6820 -6.5909 -2.5408
H -0.3886 2.4726 0.3880
H -4.0711 0.1099 -3.3986
H -0.8671 -1.3625 1.2673
H -1.9523 -3.1663 -0.9509
H -0.9064 -1.7722 -1.1859
H -0.9294 2.4492 -1.2894
H -2.0525 -2.6370 1.5218
H -4.2301 2.6110 1.5150
H -0.8993 -8.8707 -3.0001
H 4.5387 5.7759 2.8524
H 0.5363 2.2755 3.0870
H -1.4795 1.3096 1.8787
H -0.3050 3.6859 3.7244
H 4.6302 4.0551 2.5254
H 1.4719 3.0177 5.3020
H -2.8487 1.0624 2.9560
H 5.2118 6.3607 0.6088
H 6.3231 5.0845 1.1265
H -5.7977 0.3200 -3.1567
H -4.8788 1.5643 -4.0166
H 3.6954 -8.6142 -2.8407
H 3.9487 -8.1914 -1.1451
H -2.8105 2.9341 0.5289
H -5.4754 2.1097 -1.5695
H 1.5895 2.3853 -1.1056
*
```

A cluster of 2 separate species, C4H6FNO in total in a non-equilibrium geometry, computed with the ωB97M-V functional and the def2-TZVPD basis.

The molar mass comes out at 103.10 g mol⁻¹. The calculation puts the total energy at -10494.2516 eV. As for the HOMO energy (alpha / beta): -5.88 / -10.91 eV. For the gap between HOMO and LUMO (alpha / beta), the calculation gives 6.74 / 8.45 eV. The energy above the lowest of the compared OMol25 structures with the same formula, charge and spin is 1.147 eV.

```
! wB97M-V def2-TZVPD RIJCOSX def2/J DEFGRID3
* xyz 0 3
F -0.0805 -1.4737 1.2268
O -1.1874 -0.2825 -3.2831
N -1.4802 -1.8367 -1.5640
C 0.9343 0.4867 0.3635
C 0.8746 1.8213 0.2551
C 0.2512 -0.2745 1.5996
C -1.4533 -0.9573 -2.3710
H -0.7028 0.2187 1.9025
H 0.4391 2.4799 1.0956
H -1.2769 -2.0217 -0.6703
H 0.9217 -0.3582 2.3893
H 1.4396 -0.1929 -0.3561
H 1.3206 2.3909 -0.5879
*
```